Here is a cluster of 2 separate species, C4H12NOS in total from OMol25. Energies are from ωB97M-V/def2-TZVPD.

Geometry as XYZ:
```
19
Properties=species:S:1:pos:R:3:forces:R:3
S 0.35006 0.56637 -1.61517 -0.254 0.009 -0.147
O -0.38562 0.23928 1.35349 -0.025 0.222 0.032
N -1.72076 -2.06662 -0.09224 0.064 -0.489 0.097
C -2.12282 -1.47366 1.17128 0.560 0.166 0.155
C -1.75934 0.01454 1.36028 -1.142 -0.739 -0.440
C 1.75756 1.59972 -1.17454 0.720 0.523 0.168
C 3.07301 0.80888 -1.07186 -0.456 0.450 0.006
H -3.19961 -1.61793 1.30002 -0.035 0.091 0.045
H -0.08733 0.37722 0.39677 -0.273 -0.159 0.249
H 3.24590 0.30873 -2.02511 0.100 -0.194 0.116
H 1.60166 2.13310 -0.22812 -0.147 -0.264 0.130
H -2.31628 0.56885 0.58416 0.435 0.162 -0.024
H -2.46675 -2.10545 -0.76423 -0.055 0.283 -0.142
H 1.91569 2.43059 -1.87654 -0.153 -0.244 -0.268
H 2.96891 0.08490 -0.26379 0.164 -0.189 -0.129
H -0.90817 -1.62244 -0.50419 0.038 0.178 0.009
H -1.62406 -2.00678 1.99324 -0.071 -0.060 -0.037
H -2.23865 0.28384 2.31289 0.487 0.307 0.157
H 3.91660 1.47685 -0.85634 0.043 -0.053 0.026
```
Positions in Å, forces in eV/Å.

Values from the calculation:
- Charge: -1
- LUMO energy: 4.0 eV
- Max |F|: 0.02780 Eh/bohr
- Spin multiplicity: 1
- ΔE to the lowest compared entry with this formula, charge and spin: 32.7 kJ/mol
- HOMO: -3.027 eV


Here is a structure of composition C8H10N2PdS from OMol25. Energies are from ωB97M-V/def2-TZVPD.

Geometry as XYZ:
```
22
Properties=species:S:1:pos:R:3:forces:R:3
Pd 0.04386 0.19138 -0.20403 -1.841 -4.810 5.603
S -0.28806 -0.24570 2.79710 -0.099 -0.158 0.299
N 0.27846 0.40040 5.49170 -0.370 -0.421 -2.149
N -1.36152 -1.30949 0.05544 0.248 -1.159 -0.836
C -0.17767 2.20652 -0.21328 0.031 1.719 0.138
C 0.05664 0.14627 4.34934 0.387 0.455 1.985
C -0.32326 -2.25529 -0.67070 -1.330 -0.613 0.830
C -0.45617 0.90652 -2.09893 -0.429 0.907 -1.360
C -1.15153 1.62539 -1.08182 -1.125 1.596 -1.490
C 0.94415 1.03089 -1.84440 1.096 1.845 -1.715
C 0.99943 -1.61672 -0.84704 1.060 -2.811 -0.822
C 1.11754 1.83560 -0.68228 1.577 1.793 -0.859
H -2.09392 -1.14401 -0.64950 0.162 -0.164 0.436
H -0.38344 2.77607 0.68495 0.008 -0.014 -0.204
H -0.20836 -3.12319 0.01389 -0.054 0.410 -0.245
H 2.06430 2.07287 -0.21273 -0.182 0.182 -0.203
H 1.73650 0.53756 -2.39108 -0.135 0.252 0.011
H -0.73737 -2.65168 -1.62198 0.182 0.541 0.419
H 1.34387 -1.52980 -1.87158 0.296 -0.047 0.250
H -2.22615 1.69344 -0.96702 0.203 0.014 -0.051
H 1.72641 -1.87153 -0.07620 0.247 0.338 -0.254
H -0.90371 0.32437 -2.89843 0.067 0.144 0.216
```
Positions in Å, forces in eV/Å.

Values from the calculation:
- Charge: 0
- LUMO energy (spin up / spin down): 0.8 / -3.4 eV
- Max |F|: 0.14800 Eh/bohr
- Spin multiplicity: 5
- ΔE to the lowest compared entry with this formula, charge and spin: 85.5 kJ/mol
- HOMO (spin up / spin down): -5.898 / -8.021 eV


Here is a structure of composition C5H20ClO5 from OMol25. Energies are from ωB97M-V/def2-TZVPD.

Geometry as XYZ:
```
31
Properties=species:S:1:pos:R:3:forces:R:3
Cl -0.63193 -0.58646 -0.26223 -2.078 0.207 -1.712
O -1.13885 0.45355 2.08738 2.257 2.774 3.252
O -2.22058 -2.16434 0.71072 -2.520 -3.553 0.946
O 1.53629 -1.45948 0.42955 4.518 -1.438 1.821
O -0.16699 1.78785 -0.21241 0.793 3.674 -0.490
O -0.38348 -0.37677 -2.75811 0.583 -0.333 -4.408
C -0.23650 1.44829 2.58175 0.299 0.258 -0.333
C -2.91396 -1.27076 1.54741 0.939 -0.389 -0.705
C 2.31950 -0.29219 0.30072 -0.783 -0.438 -0.821
C 0.82389 -1.08490 -2.99540 -0.427 0.144 0.616
C 0.72656 1.86298 -1.31591 -0.615 0.007 0.234
H 0.16484 1.30977 3.58566 -0.600 -0.607 0.256
H 3.37063 -0.45517 0.53875 -0.088 -0.353 0.208
H -0.67519 -0.50404 -1.85240 -0.071 -0.209 -0.516
H 1.71096 2.25036 -1.05323 0.147 0.189 0.252
H 0.70760 -2.15821 -3.14569 -0.343 -0.238 0.162
H -0.13416 0.91952 0.19567 1.140 0.989 -0.828
H -3.00570 -1.75083 2.52168 -0.506 -0.010 0.157
H 1.46665 -0.94063 -2.12698 0.352 -0.330 -0.116
H 1.95480 0.55808 0.87703 0.033 -0.015 0.317
H -0.71087 2.42836 2.53131 0.086 0.153 0.011
H -3.86758 -0.98914 1.10084 -0.342 0.016 0.199
H 0.64850 1.45737 1.94552 -0.033 0.344 0.132
H -1.51549 -1.77182 0.19074 -1.023 -0.729 0.686
H 0.84113 0.88343 -1.78007 0.012 0.653 0.027
H -2.23807 -0.42923 1.69936 -2.309 -0.838 0.059
H 0.62207 -1.33078 0.16641 0.904 -0.375 0.252
H 2.26103 0.02190 -0.74141 0.501 0.248 0.023
H 1.36122 -0.74583 -3.88107 -0.257 0.524 -0.081
H -0.93446 0.39604 1.15116 -0.680 -0.323 0.540
H 0.25823 2.53300 -2.03690 0.111 0.001 -0.140
```
Positions in Å, forces in eV/Å.

Values from the calculation:
- Charge: -1
- LUMO energy: 3.6 eV
- Max |F|: 0.09877 Eh/bohr
- Spin multiplicity: 1
- ΔE to the lowest compared entry with this formula, charge and spin: 667.6 kJ/mol
- HOMO: -5.224 eV


Here is an isolated molecule of C17H17NO3S from OMol25. Energies are from ωB97M-V/def2-TZVPD.

Geometry as XYZ:
```
39
Properties=species:S:1:pos:R:3:forces:R:3
S 0.56875 -2.13609 1.60331 -0.101 -0.183 0.119
O -2.27109 1.77476 -1.79364 -0.007 0.148 -0.239
O -3.17599 -0.23090 -1.62810 -0.241 -0.481 -0.341
O -3.17837 -1.94826 0.35638 -0.357 -0.176 -0.121
N -1.66663 -0.35229 0.87290 0.008 0.264 0.139
C -2.09871 -1.61163 0.83353 0.259 0.119 0.282
C -1.16577 -2.65180 1.42317 0.573 -0.027 -0.155
C -2.40532 0.81322 0.42139 -0.393 0.096 -0.184
C 2.92426 -1.03535 -1.42727 0.025 -0.050 -0.020
C 0.54869 1.61679 1.93506 -0.038 0.136 -0.043
C -0.20348 1.98371 0.82303 -0.031 0.130 0.157
C 0.78729 -1.48699 -2.40747 -0.040 0.003 -0.089
C -2.58986 0.83567 -1.12074 0.094 0.050 0.687
C 2.10189 -1.07882 -2.54158 0.043 0.016 -0.068
C 2.42859 -1.37765 -0.18530 -0.103 -0.124 0.040
C -1.70339 2.08579 0.92549 -0.077 -0.114 -0.116
C 1.82311 2.09058 -0.46902 0.013 0.058 -0.013
C 1.10220 -1.77291 -0.05325 -0.164 -0.138 0.274
C 2.56427 1.72959 0.64384 0.046 0.070 0.088
C 1.92483 1.49223 1.84719 0.126 -0.014 0.013
C 0.44880 2.21629 -0.38219 0.087 0.035 -0.092
C 0.28222 -1.84169 -1.16808 0.011 -0.025 -0.032
H 2.49377 1.20966 2.72049 0.064 -0.021 0.084
H -3.39562 -0.92377 -0.94673 0.186 0.326 -0.002
H 3.95527 -0.73036 -1.52381 0.105 0.043 -0.012
H 2.48550 -0.80094 -3.51116 0.040 0.023 -0.093
H 0.05812 1.44401 2.88407 -0.075 -0.015 0.076
H 0.13857 -1.53048 -3.26887 -0.054 0.006 -0.096
H 3.05632 -1.34283 0.69184 0.127 0.040 0.078
H -2.05946 2.91949 0.31933 -0.046 -0.054 0.102
H -1.98664 2.25885 1.96523 -0.016 -0.015 -0.029
H 2.31832 2.27718 -1.40998 0.042 0.011 -0.097
H -0.73577 -0.16600 1.23666 -0.098 -0.234 -0.098
H -3.42475 0.75850 0.83497 0.183 0.017 -0.057
H 3.63784 1.63849 0.57425 0.111 -0.024 -0.010
H -0.12817 2.49607 -1.24947 -0.054 0.022 -0.069
H -1.22483 -3.56745 0.83282 -0.146 0.110 0.017
H -1.49261 -2.88335 2.43918 -0.010 -0.003 -0.059
H -0.74214 -2.17131 -1.09746 -0.086 -0.026 -0.023
```
Positions in Å, forces in eV/Å.

Values from the calculation:
- Charge: 0
- LUMO energy: 0.5 eV
- Max |F|: 0.01351 Eh/bohr
- SMILES string: O=C(CSc1ccccc1)N[C@@H](Cc1ccccc1)C(=O)O
- Spin multiplicity: 1
- ΔE to the lowest compared entry with this formula, charge and spin: 0.0 kJ/mol
- HOMO: -8.597 eV


Here is an isolated molecule of C3H7Cl2NO2Si from OMol25. Energies are from ωB97M-V/def2-TZVPD.

Geometry as XYZ:
```
16
Properties=species:S:1:pos:R:3:forces:R:3
Cl -2.55182 -1.17381 1.06042 -0.142 -0.623 0.100
Cl -2.96062 1.90871 1.62987 -1.368 1.687 0.536
Si -1.63326 0.63744 0.97279 2.484 -1.386 -0.847
O 0.76575 -0.81373 -0.71098 -0.953 0.553 1.437
O 0.15712 0.50192 -2.61841 -0.643 -0.219 0.912
N -0.23905 0.31852 -1.48291 0.878 0.621 -1.457
C 2.02572 -1.47986 -1.27444 -0.577 4.289 1.370
C -0.09769 0.60571 2.07630 -2.159 1.625 -2.806
C -1.29520 0.93376 -0.86883 1.544 -0.833 -0.379
H -1.93266 1.65068 -1.53958 1.687 -1.649 1.078
H -0.16503 -0.08874 2.78192 -0.772 -2.894 3.268
H 2.25829 -2.25895 -0.59727 -0.413 -0.807 0.820
H 0.22734 1.49288 2.48336 -0.156 2.474 1.255
H 1.74080 -1.79030 -2.19395 -0.360 -1.283 -2.961
H 2.93680 -0.80903 -1.31173 -1.294 -0.354 -0.033
H 0.76350 0.36479 1.59344 2.243 -1.201 -2.294
```
Positions in Å, forces in eV/Å.

Values from the calculation:
- Charge: 0
- LUMO energy: -0.3 eV
- Max |F|: 0.08828 Eh/bohr
- SMILES string: CO/[N+]([O-])=C\[Si](C)(Cl)Cl
- Spin multiplicity: 1
- ΔE to the lowest compared entry with this formula, charge and spin: 327.2 kJ/mol
- HOMO: -9.492 eV


Here is a structure of composition C5H5FO4Sm from OMol25. Energies are from ωB97M-V/def2-TZVPD.

Geometry as XYZ:
```
16
Properties=species:S:1:pos:R:3:forces:R:3
Sm 2.07300 1.87077 -0.20918 0.554 -1.038 -0.610
F 0.90797 -1.81809 -2.45173 -1.408 0.704 1.075
O 0.94114 -2.37836 -0.27575 -0.398 0.852 -0.342
O 1.61419 -0.32083 -1.01085 -0.976 1.638 0.902
O -0.35953 -3.72738 0.96918 -0.416 1.890 -1.493
O -1.23265 -2.02662 -0.21694 -1.033 6.156 -3.066
C -0.04055 2.44223 1.72128 -0.160 -0.466 -0.313
C -0.72607 -0.97883 -0.94219 -1.910 -6.184 0.062
C -0.21368 -2.80680 0.22265 3.097 -4.018 2.769
C 0.73497 -1.25409 -1.18144 3.340 -1.049 -0.275
C -0.67954 2.24431 0.55786 -1.003 -1.892 -0.861
H 0.21688 1.60642 2.37954 -0.180 0.239 -0.014
H -1.09332 1.16311 0.15054 1.181 2.712 1.381
H -0.97444 3.07503 -0.09068 -0.025 -0.171 0.201
H 0.21998 3.44925 2.06331 -0.156 -0.237 -0.102
H -1.38835 -0.54012 -1.68559 -0.506 0.864 0.686
```
Positions in Å, forces in eV/Å.

Values from the calculation:
- Charge: +2
- LUMO energy (spin up / spin down): -11.4 / -11.4 eV
- Max |F|: 0.13524 Eh/bohr
- Spin multiplicity: 7
- ΔE to the lowest compared entry with this formula, charge and spin: 0.0 kJ/mol
- HOMO (spin up / spin down): -17.405 / -18.847 eV


Here is a structure of composition C16H9F5N3SY from OMol25. Energies are from ωB97M-V/def2-TZVPD.

Geometry as XYZ:
```
35
Properties=species:S:1:pos:R:3:forces:R:3
Y 0.05539 -1.11733 -0.94469 1.205 -0.640 0.325
S 0.37562 -1.27537 1.54364 -0.062 -0.085 -0.119
F 1.99518 -1.22305 4.02096 0.011 -0.010 -0.023
F 5.11931 -1.43722 -0.40046 -0.041 0.008 0.019
F 2.44533 -1.36695 -0.68121 -0.352 0.012 -0.149
F 6.24858 -1.40474 2.08341 -0.032 0.004 -0.002
F 4.66397 -1.29029 4.27031 -0.031 -0.005 -0.039
N -0.05914 1.11989 -1.06050 -0.353 0.348 -0.096
N -2.18777 -1.09248 -0.98449 -0.442 0.311 -0.007
N -2.44510 1.27932 -1.09373 0.037 -0.012 -0.010
C 2.14075 -1.29371 1.68160 -0.157 -0.001 -0.027
C -4.36102 -0.10721 -0.97163 -0.146 0.009 0.027
C -4.94058 -1.34518 -0.86497 -0.018 -0.006 0.003
C 4.93986 -1.36972 1.95236 0.184 -0.003 0.065
C -2.78808 -2.31795 -0.88029 0.168 0.074 0.046
C 0.08238 3.88058 -0.93498 0.020 0.032 0.004
C 4.12289 -1.31243 3.06993 0.078 -0.003 0.181
C 4.37103 -1.38552 0.69037 0.097 0.001 -0.195
C 1.25743 3.12021 -0.91292 0.029 0.137 -0.054
C -4.13324 -2.48935 -0.80890 -0.139 -0.054 -0.039
C 3.00073 -1.34115 0.60680 0.043 -0.056 -0.057
C -1.18118 1.85337 -1.05167 -0.089 -0.072 -0.056
C -2.96799 0.00023 -1.01351 0.061 0.042 -0.041
C 2.74394 -1.27687 2.93180 -0.084 0.033 0.160
C -1.13207 3.24844 -1.01100 -0.046 0.149 0.040
C 1.14126 1.76778 -0.98872 -0.025 -0.134 0.035
H -2.13064 -3.18218 -0.83937 0.077 0.006 0.006
H 2.03072 1.14727 -0.98651 -0.010 -0.077 0.005
H 2.23219 3.58108 -0.84944 -0.014 0.002 -0.007
H 0.12747 4.96076 -0.88839 -0.001 -0.011 -0.002
H -4.97070 0.78680 -1.01123 0.012 -0.033 0.008
H -4.55405 -3.47990 -0.71762 -0.006 0.017 -0.006
H -6.01806 -1.43421 -0.82005 0.006 -0.001 -0.001
H -3.17173 1.97833 -1.11078 -0.018 0.030 -0.004
H -2.05265 3.81874 -1.02413 0.039 -0.010 0.010
```
Positions in Å, forces in eV/Å.

Values from the calculation:
- Charge: +2
- LUMO energy: -7.5 eV
- Max |F|: 0.02727 Eh/bohr
- Spin multiplicity: 1
- ΔE to the lowest compared entry with this formula, charge and spin: 11.6 kJ/mol
- HOMO: -14.559 eV


Here is the ion C6H8NO with charge +1 from OMol25. Energies are from ωB97M-V/def2-TZVPD.

Geometry as XYZ:
```
16
Properties=species:S:1:pos:R:3:forces:R:3
O -0.06324 1.51296 -1.15540 0.485 1.452 -0.575
N 2.43585 0.33589 -0.83050 -1.151 -1.054 4.640
C -0.46700 0.63341 -0.45408 -1.293 -2.960 1.084
C -2.63895 -1.12720 -0.12978 2.458 -2.879 -0.889
C 1.88219 0.28427 0.46710 0.289 0.985 0.785
C -1.79649 0.00709 -0.39014 -0.621 2.190 -0.407
C 0.40152 -0.19782 0.48090 -0.628 -1.180 -0.633
C -3.05488 -0.00040 0.32932 -1.411 1.351 0.739
H -3.86532 0.45779 0.92089 0.695 -0.008 -0.671
H -0.02160 -0.02430 1.49161 0.509 -0.526 -0.320
H 1.80628 1.37502 0.85946 0.306 -1.650 -0.481
H 3.03732 -0.37479 -1.03339 2.097 -2.105 -1.538
H 0.22136 -1.28888 0.12626 0.751 1.635 0.984
H -2.48818 -2.19674 -0.37526 -1.020 0.842 0.608
H 2.12586 1.01829 -1.39369 -1.143 3.156 -3.100
H 2.48527 -0.41459 1.08671 -0.325 0.751 -0.227
```
Positions in Å, forces in eV/Å.

Values from the calculation:
- Charge: +1
- LUMO energy (spin up / spin down): -3.1 / -8.1 eV
- Max |F|: 0.09520 Eh/bohr
- Spin multiplicity: 3
- ΔE to the lowest compared entry with this formula, charge and spin: 201.2 kJ/mol
- HOMO (spin up / spin down): -10.368 / -14.049 eV